<w>
Entry from the OMol25 dataset: one molecule with the formula C4H9N3O (wB97M-V/def2-TZVPD).

The SMILES is CCN/C=N\C=N\O. The calculation puts the orbital gap at 0.3252 Eh.

Cartesian coordinates (Å):
C 2.832 -1.222 0.130
C 1.431 -0.653 0.168
C 0.406 1.608 -0.255
C -1.614 0.538 0.375
H 3.465 -0.646 0.842
H 2.780 -2.258 0.481
H 3.291 -1.149 -0.829
H 0.723 -1.303 -0.483
H 0.990 -0.714 1.144
H 2.110 0.988 -0.963
H 0.719 2.588 -0.722
H -2.410 0.544 1.150
H -2.408 -2.105 -0.552
N 1.471 0.765 -0.225
N -0.705 1.542 0.372
N -1.656 -0.424 -0.451
O -2.669 -1.345 -0.057

Löwdin population analysis, charges in e, atoms 1 to 5:
1 C -0.10
2 C -0.26
3 C -0.22
4 C -0.28
5 H 0.09

<x>
Entry from the OMol25 dataset: one molecule with the formula C4H9N3O (wB97M-V/def2-TZVPD).

The SMILES is NC[C@@H]1CN1NC=O. The calculation puts the orbital gap at 0.3379 Eh.

Cartesian coordinates (Å):
C 1.472 -0.356 0.600
C 0.871 0.577 -0.408
C -0.189 1.613 0.201
C -2.799 -0.075 -0.109
H 2.215 -1.189 -1.122
H 2.042 -2.329 0.018
H 2.474 0.038 1.146
H 0.591 -0.717 1.308
H 1.418 0.756 -1.410
H -0.201 2.563 -0.395
H 0.083 1.607 1.354
H -0.870 -1.278 0.037
H -2.834 0.956 -0.483
N 1.419 -1.454 -0.357
N -0.590 0.543 -0.534
N -1.438 -0.419 0.103
O -3.663 -0.833 0.053

Löwdin population analysis, charges in e, atoms 1 to 5:
1 C -0.31
2 C -0.28
3 C -0.14
4 C -0.35
5 H 0.12

<y>
Entry from the OMol25 dataset: C4H9N3O as an isolated structure (wB97M-V/def2-TZVPD).

The calculation puts the orbital gap (alpha / beta) at 0.2837 / 0.2838 Eh.

Cartesian coordinates (Å):
C 0.090 1.154 0.300
C 1.571 1.055 0.017
C -0.579 -0.410 -0.558
C -1.922 0.175 -0.031
N -0.344 -1.593 1.442
N -0.326 -0.302 -1.930
N -0.256 -1.552 0.032
O -2.603 0.351 0.884
H -0.528 -2.553 1.707
H 0.538 -1.313 1.866
H -1.134 -0.108 -2.507
H 0.151 -1.136 -2.250
H -0.142 1.108 1.361
H -0.368 2.026 -0.168
H 1.977 0.106 0.371
H 2.105 1.867 0.518
H 1.769 1.125 -1.052

Löwdin population analysis, charges in e, atoms 1 to 5:
1 C -0.13
2 C -0.13
3 C -0.61
4 C -0.06
5 N -0.01

<z>
Entry from the OMol25 dataset: one molecule with the formula C4H9N3O (wB97M-V/def2-TZVPD).

The SMILES is [H]/N=N/N1CCC[C@H]1O. The calculation puts the orbital gap at 0.3643 Eh.

Cartesian coordinates (Å):
C -1.344 0.114 0.878
C -1.237 -0.708 -0.396
C -0.188 1.109 0.885
C 0.154 -0.406 -0.963
N 2.597 -0.915 0.061
N 0.818 0.368 0.155
N 1.910 -0.095 0.740
O 0.199 0.267 -2.210
H -2.319 0.668 0.946
H -1.183 -0.633 1.564
H -1.187 -1.667 -0.114
H -2.001 -0.386 -1.172
H -0.311 2.128 0.353
H 0.218 1.331 1.815
H 0.922 -1.155 -1.076
H -0.483 1.001 -2.133
H 3.434 -1.021 0.665

Löwdin population analysis, charges in e, atoms 1 to 5:
1 C -0.15
2 C -0.10
3 C -0.15
4 C -0.33
5 N 0.02

Computed stability ranking, most favorable first: <w>, <z>, <y>, <x>